a) ORCA calculation (ωB97M-V with the def2-TZVPD basis set) on a structure of composition C33H43AsN4PdS4Sb.

CARTESIAN COORDINATES (ANGSTROEM)
Pd1 -0.015 -0.835 0.787
S1 -0.268 2.260 4.071
Sb1 0.894 0.266 3.548
S2 1.726 0.704 1.262
S3 -0.881 -1.270 2.971
C1 -2.836 6.216 -1.219
C2 -1.883 5.336 -0.418
C3 -1.648 3.979 -1.072
C4 -0.836 3.037 -0.190
N1 -1.554 2.576 0.983
C5 -2.560 1.676 0.979
S4 -3.347 1.108 -0.429
N2 -2.901 1.259 2.204
C6 -3.924 0.281 2.487
C7 -5.296 0.911 2.713
C8 -5.291 2.011 3.767
C9 -6.691 2.519 4.090
H1 -2.945 7.210 -0.777
H2 -3.827 5.759 -1.270
H3 -2.480 6.343 -2.245
H4 -2.286 5.171 0.585
H5 -0.925 5.850 -0.283
H6 -1.112 4.110 -2.020
H7 -2.605 3.512 -1.310
H8 0.023 3.584 0.207
H9 -0.434 2.199 -0.757
H10 -0.995 2.555 1.847
H11 -2.237 1.479 2.954
H12 -3.597 -0.269 3.371
H13 -3.973 -0.427 1.660
H14 -5.993 0.120 3.019
H15 -5.661 1.309 1.761
H16 -4.668 2.837 3.416
H17 -4.809 1.641 4.678
H18 -7.187 2.885 3.187
H19 -6.668 3.336 4.814
H20 -7.313 1.720 4.504
C10 -1.841 -1.832 -6.223
C11 -2.638 -1.531 -5.125
C12 -2.063 -1.053 -3.958
C13 -0.683 -0.880 -3.861
C14 0.107 -1.176 -4.966
C15 -0.469 -1.649 -6.140
As1 -0.005 -0.185 -2.116
C16 -0.198 -1.931 -1.247
C17 -1.334 -2.453 -0.624
C18 -1.343 -3.800 -0.240
C19 -0.262 -4.615 -0.500
C20 0.876 -4.097 -1.122
C21 0.923 -2.766 -1.477
C22 2.078 -2.078 -2.080
C23 3.340 -2.629 -2.279
C24 4.358 -1.853 -2.820
C25 4.130 -0.523 -3.148
C26 2.870 0.034 -2.947
C27 1.847 -0.741 -2.428
H21 -2.288 -2.208 -7.136
H22 -3.712 -1.667 -5.180
H23 -2.692 -0.807 -3.107
H24 1.182 -1.051 -4.912
H25 0.162 -1.881 -6.991
H26 -2.213 -1.834 -0.476
H27 -2.208 -4.197 0.277
H28 -0.278 -5.651 -0.188
H29 1.734 -4.737 -1.287
H30 3.537 -3.655 -1.991
H31 5.342 -2.284 -2.963
H32 4.935 0.084 -3.546
H33 2.693 1.076 -3.185
N3 2.169 -3.728 1.670
C28 2.976 -2.913 1.835
N4 3.908 -2.001 2.038
C29 4.234 -1.503 3.364
C30 5.736 -1.643 3.593
C31 6.513 -0.951 2.470
C32 6.084 -1.480 1.101
C33 4.577 -1.323 0.936
H34 3.647 -2.044 4.103
H35 3.934 -0.451 3.420
H36 5.996 -2.707 3.616
H37 6.002 -1.215 4.563
H38 7.590 -1.075 2.616
H39 6.305 0.124 2.510
H40 6.350 -2.540 1.016
H41 6.600 -0.943 0.300
H42 4.212 -1.727 -0.003
H43 4.284 -0.269 0.962

Summary:
Charge: -2
2S+1: 2
Frontier orbital gap (spin up / spin down): 5.066 / 5.006 eV
E_LUMO (spin up / spin down): 4.2 / 4.2 eV
HOMO level (spin up / spin down): -0.82 / -0.77 eV



b) ORCA calculation (ωB97M-V with the def2-TZVPD basis set) on a structure of composition C33H43AsN4PdS4Sb.

CARTESIAN COORDINATES (ANGSTROEM)
Pd1 -0.775 0.599 -0.663
S1 -4.502 2.488 -2.493
Sb1 -3.074 2.380 -0.657
S2 -3.980 0.653 0.841
S3 -2.325 -0.652 0.567
C1 4.894 -2.602 -4.002
C2 3.486 -2.042 -3.842
C3 3.418 -0.877 -2.861
C4 2.045 -0.204 -2.819
N1 1.030 -1.000 -2.161
C5 0.858 -0.987 -0.758
S4 2.037 -0.236 0.278
N2 0.272 -2.232 -0.381
C6 0.222 -2.624 1.025
C7 1.080 -3.857 1.279
C8 0.607 -5.093 0.522
C9 1.377 -6.351 0.905
H1 4.923 -3.449 -4.692
H2 5.290 -2.941 -3.042
H3 5.579 -1.839 -4.381
H4 2.824 -2.845 -3.499
H5 3.099 -1.725 -4.817
H6 4.186 -0.137 -3.118
H7 3.649 -1.222 -1.849
H8 1.701 -0.004 -3.842
H9 2.096 0.758 -2.318
H10 0.936 -1.940 -2.520
H11 -0.635 -2.327 -0.824
H12 -0.815 -2.811 1.313
H13 0.574 -1.793 1.634
H14 1.095 -4.074 2.355
H15 2.110 -3.621 0.991
H16 0.709 -4.909 -0.550
H17 -0.463 -5.239 0.704
H18 2.449 -6.213 0.742
H19 1.063 -7.222 0.325
H20 1.238 -6.590 1.963
C10 3.450 2.161 5.923
C11 2.745 0.972 6.062
C12 1.756 0.643 5.146
C13 1.434 1.497 4.093
C14 2.150 2.683 3.961
C15 3.150 3.011 4.868
As1 -0.002 0.886 2.869
C16 -1.424 1.615 4.014
C17 -2.033 0.983 5.086
C18 -3.063 1.615 5.770
C19 -3.493 2.873 5.369
C20 -2.897 3.505 4.287
C21 -1.857 2.878 3.607
C22 -1.136 3.421 2.439
C23 -1.363 4.676 1.884
C24 -0.629 5.087 0.782
C25 0.322 4.242 0.229
C26 0.552 2.984 0.773
C27 -0.167 2.572 1.885
H21 4.231 2.419 6.628
H22 2.974 0.295 6.877
H23 1.228 -0.299 5.258
H24 1.922 3.357 3.144
H25 3.698 3.939 4.749
H26 -1.726 -0.014 5.384
H27 -3.546 1.115 6.602
H28 -4.313 3.357 5.887
H29 -3.259 4.473 3.966
H30 -2.129 5.322 2.295
H31 -0.826 6.053 0.332
H32 0.858 4.534 -0.666
H33 1.285 2.329 0.317
N3 -0.173 1.964 -2.648
C28 -0.879 1.067 -2.944
N4 -1.563 0.235 -3.722
C29 -2.261 -0.957 -3.259
C30 -3.700 -0.969 -3.752
C31 -3.777 -0.739 -5.258
C32 -3.037 0.542 -5.639
C33 -1.595 0.479 -5.153
H34 -2.214 -0.981 -2.170
H35 -1.719 -1.835 -3.652
H36 -4.241 -0.174 -3.232
H37 -4.159 -1.923 -3.477
H38 -4.821 -0.677 -5.576
H39 -3.329 -1.588 -5.796
H40 -3.527 1.395 -5.160
H41 -3.051 0.697 -6.723
H42 -1.055 1.403 -5.355
H43 -1.068 -0.344 -5.662

Summary:
Charge: -2
2S+1: 2
Frontier orbital gap (spin up / spin down): 3.893 / 5.240 eV
E_LUMO (spin up / spin down): 4.3 / 4.3 eV
HOMO level (spin up / spin down): 0.42 / -0.96 eV



Stability order, top to bottom: a), b)



a) ORCA calculation (ωB97M-V with the def2-TZVPD basis set) on a cluster of 7 separate species, C7H28O7 in total.

CARTESIAN COORDINATES (ANGSTROEM)
C1 -4.369 1.500 -16.638
O1 -4.549 0.467 -17.497
H1 -3.288 1.481 -16.499
H2 -4.735 2.467 -16.982
H3 -4.950 1.224 -15.759
H4 -3.685 0.202 -17.820
C2 -1.796 8.535 -14.274
O2 -3.073 8.357 -13.643
H5 -1.097 7.702 -14.196
H6 -2.011 8.701 -15.329
H7 -1.266 9.455 -14.028
H8 -3.343 7.458 -13.843
C3 -1.951 7.457 -11.162
O3 -1.412 7.234 -9.871
H9 -1.161 7.914 -11.758
H10 -2.386 6.519 -11.505
H11 -2.814 8.117 -11.076
H12 -0.545 6.884 -10.090
C4 -7.166 4.539 -14.313
O4 -5.958 4.251 -13.536
H13 -8.117 4.025 -14.178
H14 -7.290 5.622 -14.287
H15 -6.834 4.347 -15.333
H16 -5.911 3.292 -13.528
C5 -0.198 0.578 -13.461
O5 0.053 1.850 -14.043
H17 -1.178 0.773 -13.023
H18 -0.394 -0.193 -14.207
H19 0.474 0.333 -12.639
H20 -0.150 2.543 -13.411
C6 -2.738 4.966 -15.068
O6 -3.402 5.503 -13.973
H21 -3.424 4.570 -15.817
H22 -2.035 5.686 -15.489
H23 -2.139 4.107 -14.768
H24 -4.215 5.018 -13.813
C7 -6.110 6.799 -11.960
O7 -7.459 7.132 -11.947
H25 -5.478 7.515 -11.436
H26 -5.828 5.818 -11.577
H27 -5.695 6.848 -12.966
H28 -7.502 8.066 -12.166

Summary:
SMILES: CO.CO.CO.CO.CO.CO.CO
Charge: 0
2S+1: 1
Frontier orbital gap: 10.128 eV
E_LUMO: 0.2 eV
HOMO level: -9.88 eV



b) ORCA calculation (ωB97M-V with the def2-TZVPD basis set) on a cluster of 7 separate species, C7H28O7 in total.

CARTESIAN COORDINATES (ANGSTROEM)
C1 -3.732 12.245 -24.582
O1 -2.893 13.050 -23.785
H1 -3.253 11.319 -24.912
H2 -4.668 11.979 -24.069
H3 -4.017 12.837 -25.451
H4 -2.576 12.552 -23.026
C2 1.229 11.573 -20.671
O2 0.165 11.676 -21.584
H5 2.194 11.732 -21.160
H6 1.121 12.285 -19.844
H7 1.201 10.614 -20.146
H8 -0.355 12.467 -21.414
C3 3.436 8.493 -17.700
O3 2.390 9.073 -18.480
H9 3.042 7.842 -16.915
H10 4.156 7.962 -18.323
H11 3.942 9.315 -17.196
H12 1.894 8.359 -18.886
C4 -1.917 14.914 -20.288
O4 -1.403 14.015 -21.266
H13 -2.831 14.482 -19.883
H14 -1.203 15.074 -19.479
H15 -2.200 15.869 -20.734
H16 -0.939 14.525 -21.936
C5 1.058 9.355 -23.382
O5 1.538 8.354 -24.285
H17 0.793 8.941 -22.405
H18 1.846 10.084 -23.218
H19 0.188 9.880 -23.777
H20 0.951 7.596 -24.225
C6 5.553 11.247 -20.257
O6 6.125 10.318 -19.351
H21 5.661 10.921 -21.295
H22 4.485 11.385 -20.059
H23 6.092 12.182 -20.129
H24 5.980 9.425 -19.670
C7 3.354 12.951 -17.303
O7 2.257 12.127 -17.608
H25 3.593 12.931 -16.237
H26 4.258 12.689 -17.869
H27 3.104 13.969 -17.606
H28 2.527 11.231 -17.834

Summary:
SMILES: CO.CO.CO.CO.CO.CO.CO
Charge: 0
2S+1: 1
Frontier orbital gap: 10.303 eV
E_LUMO: 0.5 eV
HOMO level: -9.83 eV



Stability order, top to bottom: b), a)



a) ORCA calculation (ωB97M-V with the def2-TZVPD basis set) on the ion C2H9N2S with charge +1.

CARTESIAN COORDINATES (ANGSTROEM)
C1 -1.306 1.004 -0.214
C2 -0.026 0.306 0.415
N1 1.190 0.570 -0.299
N2 -0.361 -1.370 0.163
S1 2.335 -0.615 -0.114
H1 -1.338 0.934 -1.257
H2 -1.177 2.024 0.005
H3 -2.329 0.864 0.306
H4 0.038 0.228 1.542
H5 0.976 0.798 -1.311
H6 0.521 -1.843 0.242
H7 -0.493 -1.110 -0.746
H8 -1.159 -1.832 0.537
H9 3.129 0.042 0.730

Summary:
SMILES: C[C@@H]([NH3+])NS
Charge: +1
2S+1: 1
Frontier orbital gap: 11.002 eV
E_LUMO: -3.2 eV
HOMO level: -14.25 eV



b) ORCA calculation (ωB97M-V with the def2-TZVPD basis set) on the ion C2H9N2S with charge +1.

CARTESIAN COORDINATES (ANGSTROEM)
C1 -2.177 -0.546 -0.122
C2 0.646 0.313 0.416
N1 0.981 -1.060 0.202
N2 1.540 1.207 -0.331
S1 -1.110 0.908 -0.102
H1 -2.711 -0.598 0.879
H2 -1.623 -1.455 -0.227
H3 -2.820 -0.468 -0.949
H4 0.625 0.606 1.466
H5 0.515 -1.401 -0.692
H6 0.899 -1.634 1.047
H7 1.310 2.198 -0.499
H8 2.389 1.172 0.152
H9 1.537 0.756 -1.239

Summary:
SMILES: CS[C@@H](N)[NH3+]
Charge: +1
2S+1: 1
Frontier orbital gap: 9.698 eV
E_LUMO: -3.6 eV
HOMO level: -13.27 eV



Stability order, top to bottom: b), a)



a) ORCA calculation (ωB97M-V with the def2-TZVPD basis set) on a structure of composition C2H9N2S.

CARTESIAN COORDINATES (ANGSTROEM)
C1 -0.201 0.886 0.437
C2 0.261 0.136 -0.794
N1 1.410 0.505 -1.352
N2 -1.052 0.049 1.288
S1 0.447 -2.041 0.110
H1 0.668 1.212 1.009
H2 -0.742 1.773 0.086
H3 -0.511 -0.157 -1.496
H4 2.182 0.816 -0.782
H5 1.661 0.149 -2.261
H6 -0.508 -1.101 1.038
H7 -2.025 0.037 0.988
H8 -1.008 0.311 2.272
H9 -0.581 -2.576 -0.541

Summary:
Charge: +1
2S+1: 1
Frontier orbital gap: 9.704 eV
E_LUMO: -3.8 eV
HOMO level: -13.47 eV



b) ORCA calculation (ωB97M-V with the def2-TZVPD basis set) on a structure of composition C2H9N2S.

CARTESIAN COORDINATES (ANGSTROEM)
C1 -0.029 1.124 -0.067
C2 1.271 0.383 0.094
N1 -1.278 -0.148 0.539
N2 0.997 -1.061 -0.153
S1 -2.816 0.004 -0.144
H1 -0.149 2.005 0.546
H2 -0.353 1.269 -1.088
H3 1.653 0.493 1.107
H4 2.024 0.757 -0.605
H5 -1.356 0.112 1.518
H6 -0.042 -1.107 0.185
H7 1.621 -1.678 0.368
H8 1.039 -1.308 -1.145
H9 -2.584 -0.846 -1.157

Summary:
Charge: +1
2S+1: 1
Frontier orbital gap: 9.183 eV
E_LUMO: -3.6 eV
HOMO level: -12.82 eV



Stability order, top to bottom: a), b)



a) ORCA calculation (ωB97M-V with the def2-TZVPD basis set) on the ion C3H5O2S with charge -1.

CARTESIAN COORDINATES (ANGSTROEM)
O1 -1.042 1.369 -1.413
C1 -1.293 0.183 -1.140
O2 -2.169 -0.565 -1.598
C2 -0.492 -0.429 0.047
C3 0.784 0.335 0.343
S1 1.780 -0.302 1.742
H1 -0.244 -1.438 -0.263
H2 -1.157 -0.512 0.895
H3 0.625 1.392 0.519
H4 1.413 0.292 -0.538
H5 2.581 -1.127 1.050

Summary:
SMILES: O=C([O-])CCS
Charge: -1
2S+1: 1
Frontier orbital gap: 7.195 eV
E_LUMO: 3.1 eV
HOMO level: -4.05 eV



b) ORCA calculation (ωB97M-V with the def2-TZVPD basis set) on the ion C3H5O2S with charge -1.

CARTESIAN COORDINATES (ANGSTROEM)
O1 -1.100 0.547 2.014
C1 -0.446 -0.334 1.418
O2 -0.671 -1.541 1.281
C2 0.868 0.195 0.683
C3 0.490 0.959 -0.569
S1 0.255 0.038 -2.137
H1 1.360 -0.752 0.468
H2 1.457 0.846 1.325
H3 1.099 1.826 -0.825
H4 -0.522 1.370 -0.481
H5 1.469 -0.454 -2.397

Summary:
SMILES: O=C([O-])CCS
Charge: -1
2S+1: 1
Frontier orbital gap: 7.292 eV
E_LUMO: 3.3 eV
HOMO level: -3.95 eV



Stability order, top to bottom: a), b)



a) ORCA calculation (ωB97M-V with the def2-TZVPD basis set) on an isolated molecule of C22H23N3O4.

CARTESIAN COORDINATES (ANGSTROEM)
O1 -0.229 -2.750 2.317
C1 -0.131 -3.043 1.142
N1 -1.191 -3.063 0.302
H1 -1.044 -3.106 -0.699
C2 -2.466 -2.527 0.710
H2 -3.271 -3.116 0.265
C3 -2.618 -1.070 0.263
C4 -1.709 -0.123 1.050
H3 -0.663 -0.424 0.996
O2 -1.791 1.176 0.507
C5 -3.091 1.583 0.312
C6 -3.338 2.935 0.113
C7 -4.633 3.389 -0.049
C8 -5.692 2.496 -0.002
C9 -5.454 1.147 0.174
C10 -4.154 0.676 0.318
O3 -3.964 -0.675 0.449
H4 -6.259 0.431 0.198
H5 -6.705 2.850 -0.113
H6 -4.815 4.442 -0.202
H7 -2.498 3.612 0.099
H8 -2.024 -0.119 2.101
H9 -2.367 -0.993 -0.808
H10 -2.526 -2.591 1.799
C11 1.203 -3.492 0.557
H11 1.978 -3.076 1.203
C12 1.490 -3.096 -0.891
N2 1.387 -1.664 -1.115
C13 0.354 -1.134 -1.819
O4 -0.548 -1.839 -2.248
C14 0.372 0.369 -1.963
C15 1.790 0.930 -1.929
C16 2.538 0.286 -0.792
N3 2.327 -0.930 -0.465
C17 3.551 1.019 -0.037
C18 3.884 0.605 1.254
C19 4.839 1.283 1.984
C20 5.481 2.383 1.437
C21 5.164 2.797 0.154
C22 4.204 2.126 -0.579
H12 3.982 2.452 -1.584
H13 5.668 3.650 -0.278
H14 6.227 2.916 2.009
H15 5.083 0.957 2.984
H16 3.372 -0.249 1.670
H17 1.759 2.014 -1.821
H18 2.313 0.692 -2.863
H19 -0.143 0.632 -2.888
H20 -0.213 0.785 -1.136
H21 0.808 -3.581 -1.592
H22 2.514 -3.393 -1.135
H23 1.249 -4.580 0.639

Summary:
SMILES: O=C(CCN1N=C(c2ccccc2)CCC1=O)NC[C@@H]1COc2ccccc2O1
Charge: 0
2S+1: 1
Frontier orbital gap: 8.557 eV
E_LUMO: 0.2 eV
HOMO level: -8.33 eV



b) ORCA calculation (ωB97M-V with the def2-TZVPD basis set) on an isolated molecule of C22H23N3O4.

CARTESIAN COORDINATES (ANGSTROEM)
C1 5.944 3.722 0.946
H1 6.705 3.247 1.572
O1 5.783 3.043 -0.276
C2 5.391 1.739 -0.250
C3 5.266 1.117 -1.493
C4 4.877 -0.203 -1.579
C5 4.610 -0.938 -0.431
C6 4.725 -0.315 0.802
C7 5.113 1.010 0.902
H2 5.193 1.460 1.878
H3 4.502 -0.875 1.699
C8 4.159 -2.379 -0.508
C9 2.726 -2.440 -0.127
N1 2.258 -2.749 1.033
C10 0.894 -2.609 0.922
C11 -0.136 -2.815 1.830
C12 -1.423 -2.578 1.392
C13 -1.693 -2.148 0.086
C14 -0.676 -1.958 -0.838
C15 0.611 -2.189 -0.394
O2 1.793 -2.086 -1.050
H4 -0.881 -1.656 -1.852
C16 -3.116 -1.986 -0.356
O3 -3.647 -2.800 -1.087
N2 -3.779 -0.905 0.132
C17 -3.124 0.194 0.808
H5 -2.268 -0.196 1.360
C18 -2.648 1.265 -0.185
H6 -1.788 1.790 0.232
H7 -2.312 0.759 -1.092
C19 -3.727 2.303 -0.515
N3 -5.068 1.755 -0.539
C20 -6.027 2.334 0.206
O4 -5.882 3.312 0.900
H8 -6.998 1.816 0.107
C21 -5.310 0.506 -1.221
H9 -4.615 0.416 -2.058
H10 -6.329 0.505 -1.615
C22 -5.150 -0.697 -0.277
H11 -5.769 -0.539 0.613
H12 -5.469 -1.609 -0.786
H13 -3.746 3.087 0.247
H14 -3.505 2.769 -1.483
H15 -3.826 0.631 1.523
H16 -2.253 -2.737 2.064
H17 0.071 -3.151 2.832
H18 4.725 -2.994 0.193
H19 4.282 -2.758 -1.522
H20 4.784 -0.668 -2.550
H21 5.482 1.693 -2.379
H22 6.270 4.727 0.682
H23 5.002 3.782 1.500

Summary:
SMILES: COc1ccc(Cc2nc3ccc(C(=O)N4CCCN(C=O)CC4)cc3o2)cc1
Charge: 0
2S+1: 1
Frontier orbital gap: 9.117 eV
E_LUMO: 0.6 eV
HOMO level: -8.55 eV



Stability order, top to bottom: b), a)



a) ORCA calculation (ωB97M-V with the def2-TZVPD basis set) on an isolated molecule of C3H6OS2.

CARTESIAN COORDINATES (ANGSTROEM)
C1 -0.765 -0.888 0.005
C2 0.739 -0.597 0.093
C3 1.194 0.820 -0.318
H1 -2.362 0.997 -0.113
H2 -1.059 -0.959 -1.066
H3 -0.908 -1.858 0.386
H4 1.217 -1.243 -0.704
H5 1.142 -0.815 1.085
H6 -0.084 1.334 0.882
O1 0.577 1.764 0.345
S1 -1.949 0.206 0.885
S2 2.259 1.238 -1.480

Summary:
SMILES: OC(=S)CCS
Charge: 0
2S+1: 1
Frontier orbital gap: 9.085 eV
E_LUMO: 0.4 eV
HOMO level: -8.65 eV



b) ORCA calculation (ωB97M-V with the def2-TZVPD basis set) on an isolated molecule of C3H6OS2.

CARTESIAN COORDINATES (ANGSTROEM)
C1 -2.811 -0.553 0.246
C2 -0.298 0.025 0.819
C3 1.073 0.264 0.243
H1 -3.035 -0.109 1.225
H2 -3.646 -0.512 -0.465
H3 -2.549 -1.591 0.397
H4 -0.347 -0.964 1.208
H5 -0.547 0.783 1.607
H6 2.264 1.696 -0.253
O1 1.379 1.600 0.088
S1 -1.505 0.295 -0.583
S2 2.070 -0.952 -0.183

Summary:
SMILES: CSCC(O)=S
Charge: 0
2S+1: 1
Frontier orbital gap: 8.999 eV
E_LUMO: 0.1 eV
HOMO level: -8.86 eV



c) ORCA calculation (ωB97M-V with the def2-TZVPD basis set) on a cluster of 2 separate species, C3H6OS2 in total.

CARTESIAN COORDINATES (ANGSTROEM)
C1 1.152 -0.969 -1.104
C2 0.865 0.457 0.862
C3 -1.830 0.798 0.594
H1 0.587 -0.924 -2.234
H2 1.184 -2.014 -0.752
H3 2.131 -0.364 -1.260
H4 -1.477 -0.343 0.106
H5 -3.119 0.513 1.275
H6 -1.893 1.679 -0.238
O1 0.410 -0.109 -0.311
S1 2.383 0.017 1.389
S2 -0.392 1.258 1.673

Summary:
Charge: 0
2S+1: 1
Frontier orbital gap: 9.040 eV
E_LUMO: 0.2 eV
HOMO level: -8.80 eV



Stability order, top to bottom: b), a), c)